Entry 1:
This record from the OMol25 dataset describes an isolated molecule of C21H20N4O5S2 at a distorted geometry. The level of theory is wB97M-V/def2-TZVPD.

Positions of all 52 atoms, in Å:
C1 -7.20 -2.95 -1.26
C2 -5.96 -2.58 -2.02
C3 -5.76 -2.99 -3.33
C4 -4.62 -2.63 -4.02
C5 -3.65 -1.85 -3.41
C6 -3.85 -1.43 -2.11
N1 -2.86 -0.63 -1.46
C7 -2.02 -1.26 -0.55
O1 -2.16 -2.45 -0.33
C8 -0.99 -0.43 0.11
C9 -0.17 -1.12 0.96
C10 0.92 -0.72 1.76
C11 1.72 -1.53 2.56
C12 2.68 -0.69 3.14
C13 2.41 0.57 2.67
C14 3.14 1.86 2.85
N2 4.21 2.02 1.86
C15 3.82 1.95 0.47
C16 2.76 3.01 0.11
C17 2.67 3.14 -1.32
N3 2.60 3.24 -2.46
S1 5.51 0.97 2.17
C18 6.91 1.98 1.66
O2 5.42 -0.19 1.33
O3 5.58 0.77 3.59
O4 1.37 0.55 1.84
C19 -0.92 1.00 -0.19
O5 -0.17 1.81 0.30
N4 -1.83 1.43 -1.14
C20 -2.79 0.70 -1.77
S2 -3.83 1.42 -2.82
C21 -4.99 -1.79 -1.41
H1 -7.83 -3.62 -1.84
H2 -6.93 -3.46 -0.33
H3 -7.77 -2.06 -1.00
H4 -6.51 -3.60 -3.81
H5 -4.48 -2.96 -5.04
H6 -2.76 -1.56 -3.94
H7 -0.40 -2.18 1.03
H8 1.61 -2.58 2.70
H9 3.47 -0.96 3.81
H10 2.45 2.70 2.75
H11 3.62 1.88 3.82
H12 4.73 2.12 -0.11
H13 3.45 0.95 0.20
H14 1.78 2.72 0.48
H15 3.05 3.97 0.53
H16 7.80 1.53 2.08
H17 6.97 2.00 0.58
H18 6.76 2.97 2.07
H19 -1.80 2.41 -1.38
H20 -5.12 -1.46 -0.39

Its energy is -59969.6626 eV. As for the LUMO energy: -1.32 eV. The frontier orbital gap is 7.128 eV. The highest occupied orbital energy comes out at -8.5 eV. Its energy above the lowest of the compared OMol25 structures with the same formula, charge and spin is 0.651 eV. The structure (SMILES) is Cc1cccc(N2C(=O)/C(=C/c3ccc(CN(CCC#N)S(C)(=O)=O)o3)C(=O)NC2=S)c1.

=====

Entry 2:
This record from the OMol25 dataset describes a structure of composition C21H21AuN5O3S2. The level of theory is wB97M-V/def2-TZVPD.

Positions of all 53 atoms, in Å:
Au1 -0.61 -1.19 -2.17
C1 -4.39 2.72 1.92
C2 -3.38 1.70 1.46
C3 -2.05 1.77 1.89
C4 -1.10 0.90 1.42
C5 -1.41 -0.10 0.48
N1 -0.48 -0.92 -0.09
C6 0.69 -1.22 0.57
C7 0.68 -1.68 1.90
C8 1.82 -2.07 2.55
C9 3.06 -2.06 1.91
C10 4.31 -2.55 2.59
C11 3.09 -1.61 0.60
C12 1.95 -1.15 -0.04
N2 2.13 -0.54 -1.32
C13 3.19 0.20 -1.67
C14 3.07 0.52 -3.00
C15 1.88 -0.06 -3.41
N3 1.32 -0.70 -2.39
C16 -2.76 -0.19 0.10
C17 -3.72 0.72 0.56
N4 -3.20 -1.25 -0.76
C18 -4.37 -1.91 -0.67
C19 -4.49 -2.72 -1.78
C20 -3.32 -2.51 -2.52
N5 -2.56 -1.61 -1.89
H1 -4.32 2.88 3.00
H2 -5.41 2.40 1.69
H3 -4.23 3.69 1.44
H4 -1.73 2.56 2.56
H5 -0.07 1.02 1.72
H6 -0.28 -1.72 2.40
H7 1.76 -2.41 3.58
H8 4.22 -2.46 3.67
H9 5.18 -1.97 2.28
H10 4.51 -3.60 2.36
H11 4.04 -1.57 0.07
H12 3.91 0.49 -0.92
H13 3.74 1.12 -3.59
H14 1.35 -0.07 -4.35
H15 -4.74 0.64 0.19
H16 -5.01 -1.75 0.17
H17 -5.30 -3.38 -2.02
H18 -2.96 -2.91 -3.45
C21 2.53 3.85 -0.88
S1 1.68 2.71 0.21
O1 1.00 3.56 1.18
O2 2.74 1.89 0.80
O3 0.78 1.95 -0.66
H19 3.23 4.43 -0.28
H20 1.78 4.50 -1.32
H21 3.04 3.29 -1.65
S2 -0.83 -1.64 -4.42

Its energy is -61074.6689 eV. The net charge is -1. As for the LUMO energy: 2.70 eV. The frontier orbital gap is 6.914 eV. The highest occupied orbital energy comes out at -4.2 eV. Its energy above the lowest of the compared OMol25 structures with the same formula, charge and spin is 0.187 eV.

=====

Entry 3:
This record from the OMol25 dataset describes a structure of composition C21H21AuN6SSi. The level of theory is wB97M-V/def2-TZVPD.

Positions of all 51 atoms, in Å:
Au1 -0.73 0.77 -0.66
S1 -2.43 -4.12 4.75
N1 -2.59 -4.22 3.15
C1 -2.24 -3.04 2.66
C2 -2.21 -2.68 1.26
C3 -2.59 -3.54 0.22
C4 -2.52 -3.10 -1.08
C5 -2.05 -1.83 -1.35
N2 -1.66 -1.01 -0.36
C6 -1.77 -1.41 0.94
C7 -1.43 -0.43 1.96
N3 -1.10 0.81 1.54
C8 -0.81 1.76 2.43
C9 -0.81 1.50 3.80
C10 -1.14 0.24 4.24
C11 -1.47 -0.75 3.31
C12 -1.86 -2.11 3.66
N4 -1.92 -2.60 4.89
H1 -2.93 -4.54 0.47
H2 -2.82 -3.74 -1.91
H3 -1.96 -1.45 -2.35
H4 -0.57 2.74 2.04
H5 -0.57 2.29 4.49
H6 -1.15 -0.01 5.30
C13 -1.24 4.26 -0.49
C14 0.14 3.75 -0.73
C15 1.27 4.51 -0.78
C16 2.52 3.92 -1.07
C17 2.64 2.57 -1.34
C18 1.46 1.83 -1.28
N5 0.31 2.41 -0.95
N6 1.21 0.50 -1.45
Si1 2.04 -0.92 -2.18
C19 3.39 -0.36 -3.31
C20 2.69 -1.90 -0.75
C21 0.70 -1.91 -2.99
H7 -1.25 5.34 -0.46
H8 -1.66 3.88 0.44
H9 -1.90 3.94 -1.30
H10 1.20 5.57 -0.59
H11 3.41 4.54 -1.09
H12 3.58 2.10 -1.58
H13 4.27 -0.07 -2.75
H14 3.10 0.47 -3.96
H15 3.65 -1.21 -3.94
H16 3.49 -1.37 -0.24
H17 3.09 -2.86 -1.10
H18 1.89 -2.11 -0.03
H19 0.04 -1.29 -3.60
H20 0.12 -2.43 -2.23
H21 1.14 -2.67 -3.65

Its energy is -53449.8102 eV. The net charge is +2. As for the LUMO energy: -8.77 eV. The frontier orbital gap is 5.831 eV. The highest occupied orbital energy comes out at -14.6 eV.

=====

Entry 4:
This record from the OMol25 dataset describes a structure of composition C21H21BBaN12O6 at a distorted geometry. The level of theory is wB97M-V/def2-TZVPD.

Positions of all 62 atoms, in Å:
Ba1 0.90 0.25 0.10
O1 -0.54 0.48 3.71
C1 -1.28 1.64 3.98
C2 -0.52 2.92 3.62
N1 -0.31 3.15 2.20
C3 0.85 3.91 1.79
C4 1.48 3.57 0.37
O2 1.85 4.54 -0.27
O3 1.55 2.33 0.12
C5 -1.44 3.12 1.35
C6 -1.94 1.64 0.87
O4 -3.07 1.64 0.45
O5 -1.09 0.71 1.00
H1 -0.53 0.39 2.74
H2 -1.46 1.68 5.05
H3 -2.25 1.62 3.47
H4 0.46 2.90 4.11
H5 -1.08 3.78 4.00
H6 1.64 3.77 2.53
H7 0.57 4.96 1.73
H8 -1.23 3.65 0.43
H9 -2.31 3.54 1.85
C7 -2.41 1.18 -3.07
C8 -1.34 1.71 -2.33
N2 -0.50 0.75 -1.96
N3 -1.00 -0.41 -2.46
C9 -2.16 -0.18 -3.12
B1 -0.15 -1.68 -2.17
N4 1.31 -1.29 -2.52
C10 1.77 -1.12 -3.79
C11 3.03 -0.56 -3.71
C12 3.25 -0.39 -2.33
N5 2.22 -0.83 -1.64
N6 -0.39 -2.08 -0.68
C13 -1.62 -2.45 -0.23
C14 -1.50 -2.76 1.10
C15 -0.14 -2.53 1.40
N7 0.52 -2.13 0.32
N8 -0.54 -2.87 -3.08
C16 0.28 -3.86 -3.50
C17 -0.49 -4.82 -4.11
C18 -1.81 -4.33 -3.99
N9 -1.83 -3.16 -3.36
H10 -3.25 1.71 -3.49
H11 -1.14 2.73 -2.06
H12 -2.71 -0.99 -3.57
H13 1.18 -1.41 -4.64
H14 3.67 -0.30 -4.54
H15 4.11 0.01 -1.82
H16 -2.47 -2.48 -0.89
H17 -2.28 -3.08 1.77
H18 0.39 -2.63 2.34
H19 1.34 -3.82 -3.34
H20 -0.16 -5.74 -4.57
H21 -2.73 -4.77 -4.34
O6 2.17 0.12 1.93
N10 2.49 -0.74 2.81
C19 2.47 -0.40 4.08
C20 2.26 0.95 4.54
N11 2.15 2.03 4.90
C21 2.76 -1.41 5.06
N12 2.98 -2.19 5.87

Its energy is -53655.1194 eV. The net charge is -1. As for the LUMO energy (alpha / beta): 2.37 / -0.72 eV. The frontier orbital gap (alpha / beta) is 8.491 / 5.389 eV. The highest occupied orbital energy (alpha / beta) comes out at -6.1 / -6.1 eV. Its energy above the lowest of the compared OMol25 structures with the same formula, charge and spin is 4.808 eV. The spin multiplicity is 2.